Arrangement one

50
Properties=species:S:1:pos:R:3 method="wB97M-V/def2-TZVPD" smiles=OCCO.OCCO.OCCO.OCCO.OCCO homo_energy_ev=-9.36 mol_weight_da=310.3 spin_multiplicity=1
O -16.446 -1.457 4.165
C -15.227 -2.051 3.711
C -14.052 -1.138 4.132
O -12.835 -1.835 3.934
H -16.441 -1.581 5.119
H -15.077 -3.049 4.125
H -15.137 -2.152 2.632
H -14.103 -0.795 5.169
H -14.127 -0.240 3.510
H -12.270 -1.442 3.268
O -18.625 -0.048 3.061
C -18.288 1.309 2.754
C -19.205 2.248 3.512
O -18.601 3.549 3.621
H -17.803 -0.470 3.371
H -17.260 1.615 2.970
H -18.438 1.444 1.679
H -19.572 1.951 4.494
H -20.095 2.458 2.913
H -18.047 3.648 4.402
O -13.327 4.011 11.366
C -14.393 3.766 10.452
C -15.586 4.578 10.898
O -15.998 4.161 12.199
H -13.231 3.185 11.853
H -14.116 4.097 9.452
H -14.802 2.750 10.442
H -16.433 4.598 10.207
H -15.274 5.627 11.000
H -16.901 4.453 12.344
O -16.850 3.918 6.331
C -16.150 2.836 5.755
C -14.868 2.616 6.517
O -14.012 3.733 6.276
H -16.184 4.612 6.491
H -16.727 1.911 5.755
H -15.903 3.028 4.705
H -14.280 1.713 6.305
H -14.999 2.535 7.604
H -13.289 3.856 6.889
O -16.221 8.217 8.868
C -14.811 8.049 8.588
C -14.730 7.414 7.207
O -15.727 6.453 6.999
H -16.438 8.456 9.768
H -14.464 9.081 8.626
H -14.392 7.437 9.389
H -13.743 6.955 7.090
H -14.829 8.241 6.491
H -16.387 6.522 7.709

=====

Arrangement two

50
Properties=species:S:1:pos:R:3 method="wB97M-V/def2-TZVPD" smiles=OCCO.OCCO.OCCO.OCCO.OCCO homo_energy_ev=-9.68 mol_weight_da=310.3 spin_multiplicity=1
O -1.922 -4.409 1.502
C -1.868 -2.978 1.657
C -2.980 -2.422 0.827
O -3.228 -1.032 0.933
H -1.432 -4.827 2.214
H -1.850 -2.652 2.697
H -0.966 -2.598 1.177
H -3.908 -2.979 0.956
H -2.683 -2.603 -0.206
H -3.847 -0.816 0.232
O 0.754 -0.943 0.494
C 0.380 0.239 -0.172
C 1.302 1.394 0.271
O 1.442 1.521 1.657
H 0.667 -0.830 1.444
H 0.378 0.030 -1.242
H -0.639 0.437 0.161
H 1.041 2.377 -0.120
H 2.258 1.152 -0.194
H 0.590 1.722 2.051
O -3.317 0.027 -3.867
C -3.255 0.752 -2.661
C -4.603 0.768 -1.889
O -4.830 -0.477 -1.215
H -3.163 -0.894 -3.644
H -2.542 0.288 -1.979
H -2.904 1.745 -2.942
H -5.425 0.863 -2.598
H -4.501 1.566 -1.153
H -5.596 -0.861 -1.649
O 0.778 -0.953 3.555
C 2.019 -1.382 4.173
C 3.208 -0.669 3.459
O 3.103 0.738 3.600
H 0.411 -0.177 3.983
H 1.999 -1.014 5.199
H 2.110 -2.462 4.280
H 3.274 -0.850 2.386
H 4.179 -0.950 3.866
H 2.509 1.003 2.894
O 1.672 2.186 -3.575
C 3.060 2.621 -3.758
C 3.884 2.716 -2.491
O 4.352 1.373 -2.205
H 1.643 1.227 -3.547
H 3.560 1.925 -4.432
H 2.911 3.584 -4.246
H 3.367 3.191 -1.657
H 4.707 3.379 -2.758
H 3.900 0.954 -1.469

=====

Arrangement three

50
Properties=species:S:1:pos:R:3 method="wB97M-V/def2-TZVPD" smiles=OCCO.OCCO.OCCO.OCCO.OCCO homo_energy_ev=-9.39 mol_weight_da=310.3 spin_multiplicity=1
O 1.729 1.141 -3.525
C 3.096 1.090 -3.154
C 3.422 2.262 -2.155
O 4.610 1.968 -1.535
H 1.205 0.792 -2.908
H 3.249 0.303 -2.723
H 3.850 1.249 -3.797
H 2.611 2.208 -1.286
H 3.380 3.317 -2.526
H 4.363 1.447 -0.689
O -0.460 -0.054 1.778
C -0.792 0.391 0.486
C 0.298 1.342 0.057
O -0.025 1.637 -1.381
H -0.804 -0.978 2.067
H -0.875 -0.517 0.022
H -1.747 0.925 0.491
H 1.269 0.938 0.047
H 0.321 2.103 0.517
H -0.810 2.176 -1.427
O -1.310 -2.747 2.260
C -0.235 -3.597 2.083
C 0.233 -3.254 0.591
O 1.363 -4.175 0.287
H -1.511 -2.701 3.164
H 0.741 -3.264 2.562
H -0.548 -4.654 2.189
H 0.462 -2.307 0.549
H -0.650 -3.532 -0.100
H 1.929 -3.898 -0.428
O -1.285 2.050 3.538
C -0.143 2.822 3.924
C 1.023 1.929 4.521
O 2.080 2.754 4.825
H -1.046 1.386 3.043
H 0.348 3.003 2.985
H -0.513 3.634 4.618
H 1.240 1.120 3.846
H 0.806 1.325 5.361
H 2.946 2.272 5.115
O -2.425 -1.637 -1.934
C -3.460 -1.626 -2.813
C -3.313 -0.620 -3.868
O -4.434 -0.348 -4.568
H -1.628 -2.200 -2.208
H -3.885 -2.620 -3.012
H -4.336 -1.252 -2.200
H -2.439 -0.766 -4.609
H -3.022 0.395 -3.407
H -4.881 -1.233 -4.671

=====

Pick arrangement two: it beats the second-best structure by 22.1 kJ/mol.

=====

Arrangement one

11
Properties=species:S:1:pos:R:3 method="wB97M-V/def2-TZVPD" homo_energy_ev=-9.54 mol_weight_da=109.1 spin_multiplicity=1
C 1.738 -0.761 -0.498
C 0.981 -1.222 0.698
C -0.015 -0.442 0.620
C -1.036 1.161 -0.577
H 2.607 -1.560 -0.872
H 1.433 -1.898 1.327
H -1.028 2.019 -1.145
N -1.878 0.913 0.240
N 0.213 0.457 -0.375
N 1.137 -0.020 -1.278
O -1.165 -0.053 1.140

=====

Arrangement two

11
Properties=species:S:1:pos:R:3 method="wB97M-V/def2-TZVPD" smiles="O=c1cnccnn1" homo_energy_ev=-10.05 mol_weight_da=109.1 spin_multiplicity=1
O -2.258 -0.289 0.810
C -1.388 -0.185 -0.062
C -0.885 1.064 -0.540
N 0.335 1.316 -0.313
C 1.222 0.486 0.289
C 1.137 -0.865 0.335
N 0.292 -1.707 -0.426
N -0.891 -1.302 -0.721
H -1.547 1.834 -1.022
H 1.982 1.045 0.841
H 2.001 -1.396 0.809

=====

Pick arrangement two: it beats the second-best structure by 162.3 kJ/mol.

=====

Arrangement one

11
Properties=species:S:1:pos:R:3 method="wB97M-V/def2-TZVPD" smiles="O=c1ccnncn1" homo_energy_ev=-9.81 mol_weight_da=109.1 spin_multiplicity=1
O -2.369 0.151 0.514
C -1.264 0.031 0.000
C -0.367 1.234 -0.393
C 0.928 1.347 -0.223
N 1.739 0.495 0.441
N 1.607 -0.746 0.368
C 0.559 -1.425 -0.272
N -0.705 -1.218 -0.380
H -0.901 2.078 -0.785
H 1.424 2.301 -0.396
H 0.809 -2.427 -0.600

=====

Arrangement two

11
Properties=species:S:1:pos:R:3 method="wB97M-V/def2-TZVPD" homo_energy_ev=-8.76 mol_weight_da=109.1 spin_multiplicity=1
C 0.200 -0.527 -1.313
C 1.039 -0.529 0.685
C -0.124 0.017 0.813
C -0.725 0.700 1.915
H -1.171 -0.231 -2.924
H 1.151 -0.120 -3.059
H 1.613 -0.383 1.676
N 0.151 -0.410 -2.611
N 1.345 -1.024 -0.536
N -1.352 1.602 2.532
O -0.618 0.199 -0.499

=====

Pick arrangement one: it beats the second-best structure by 160.6 kJ/mol.

=====

Arrangement one

13
Properties=species:S:1:pos:R:3 method="wB97M-V/def2-TZVPD" homo_energy_ev=-9.21 mol_weight_da=143.2 spin_multiplicity=1
C 0.854 1.216 0.026
C 0.977 -0.197 -0.482
C -0.356 -0.702 -0.402
C -0.635 -1.045 1.130
C -1.326 0.213 -0.895
H 1.149 1.179 1.240
H -0.389 1.661 -0.188
H 1.735 2.211 -0.619
H -0.822 -1.823 -0.876
H -1.785 -1.292 1.323
N -2.232 0.866 -1.275
S 2.221 -1.030 -1.107
S 0.609 -1.257 2.125

=====

Arrangement two

13
Properties=species:S:1:pos:R:3 method="wB97M-V/def2-TZVPD" smiles="CC1=C(C#N)SCS1" homo_energy_ev=-8.29 mol_weight_da=143.2 spin_multiplicity=1
C 1.498 -0.035 -1.129
C 0.360 0.170 -0.157
C -0.857 -0.458 -0.203
C -1.198 -1.484 -1.132
N -1.313 -2.427 -1.795
S -2.061 0.273 0.819
C -0.813 0.885 1.913
S 0.605 1.439 0.907
H 2.265 -0.817 -0.735
H 1.165 -0.354 -2.319
H 2.022 0.985 -1.181
H -0.413 0.100 2.668
H -1.260 1.723 2.344

=====

Pick arrangement two: it beats the second-best structure by 407.3 kJ/mol.

=====

Arrangement one

12
Properties=species:S:1:pos:R:3 method="wB97M-V/def2-TZVPD" smiles=CN.NO homo_energy_ev=-8.98 mol_weight_da=64.1 spin_multiplicity=1
C 1.411 -0.613 -0.047
N 1.246 0.798 0.127
H 2.416 -0.828 -0.491
H 1.469 -0.963 1.007
H 0.718 -1.173 -0.631
H 1.360 1.366 -0.723
H 0.272 0.956 0.405
N -1.811 0.631 -0.028
O -1.661 -0.867 -0.004
H -2.336 0.765 -0.898
H -2.272 0.892 0.838
H -0.813 -0.965 0.445

=====

Arrangement two

12
Properties=species:S:1:pos:R:3 method="wB97M-V/def2-TZVPD" smiles=CN.NO homo_energy_ev=-8.68 mol_weight_da=64.1 spin_multiplicity=1
C -1.073 0.011 0.102
N -0.621 1.359 0.416
H -1.342 -0.493 1.034
H -2.025 -0.020 -0.445
H -0.276 -0.333 -0.859
H -1.192 1.781 1.137
H -0.648 1.949 -0.408
N 1.851 -1.137 -0.603
O 1.340 -1.318 0.650
H 0.998 -0.678 -1.177
H 2.577 -0.409 -0.537
H 0.412 -0.712 0.689

=====

Arrangement three

12
Properties=species:S:1:pos:R:3 method="wB97M-V/def2-TZVPD" homo_energy_ev=-10.13 mol_weight_da=64.1 spin_multiplicity=1
N 2.226 1.007 0.061
H 2.035 1.262 -0.887
H 1.404 0.700 0.561
H 4.852 -1.779 -2.046
H 2.875 0.233 0.037
N -1.834 0.320 -0.722
C -1.337 -0.625 0.127
O -0.747 -0.492 1.204
H -1.289 1.200 -0.619
H 4.191 -1.454 -2.015
H -0.587 -0.506 -0.831
H -1.856 -1.562 -0.172

=====

Pick arrangement one: it beats the second-best structure by 160.1 kJ/mol.

=====

Arrangement one

12
Properties=species:S:1:pos:R:3 method="wB97M-V/def2-TZVPD" homo_energy_ev=-8.23 mol_weight_da=111.2 spin_multiplicity=1
C -0.026 1.337 -0.777
C 1.269 0.971 -0.497
C -1.150 0.435 -0.920
C 1.029 -1.651 0.779
C -0.388 -0.920 0.990
N -1.157 -0.597 -0.195
S 1.901 -0.683 -0.327
H -0.282 2.332 -1.154
H 2.163 1.522 -0.695
H -0.987 -1.424 1.742
H -0.389 0.036 1.474
H -1.984 -1.357 -0.420

=====

Arrangement two

12
Properties=species:S:1:pos:R:3 method="wB97M-V/def2-TZVPD" homo_energy_ev="-7.81 / -7.81" mol_weight_da=111.2 spin_multiplicity=1
C -0.666 1.948 0.263
C 1.473 0.139 0.744
C -0.899 0.897 -0.288
C 0.866 -1.026 0.544
C -1.176 -0.527 -0.665
N -0.130 -1.402 -0.123
S 2.565 0.583 -0.494
H -0.161 2.930 0.374
H 1.819 0.312 1.700
H -2.229 -0.970 -0.381
H -1.052 -0.545 -1.782
H -0.410 -2.340 0.106

=====

Arrangement three

12
Properties=species:S:1:pos:R:3 method="wB97M-V/def2-TZVPD" smiles="C/C=C(/C#N)C=S" homo_energy_ev=-9.20 mol_weight_da=111.2 spin_multiplicity=1
C 1.208 -1.030 -0.766
C 0.549 0.329 -0.570
C -0.483 0.668 0.238
C -0.773 2.039 0.432
N -1.028 3.161 0.370
C -1.301 -0.291 1.044
S -1.287 -1.953 1.051
H 0.453 -1.703 -1.173
H 1.535 -1.563 0.175
H 2.006 -0.965 -1.477
H 1.092 1.108 -1.052
H -1.971 0.199 1.727

=====

Arrangement four

12
Properties=species:S:1:pos:R:3 method="wB97M-V/def2-TZVPD" smiles="NC1=CC(=S)C=C1" homo_energy_ev=-8.29 mol_weight_da=111.2 spin_multiplicity=1
N 1.880 -0.787 0.276
C 0.674 -0.196 0.082
C 0.352 1.062 -0.330
C -1.108 1.127 -0.518
S -2.099 2.320 -0.998
C -1.621 -0.135 0.002
C -0.596 -0.972 0.210
H 2.753 -0.212 0.514
H 1.950 -1.612 0.857
H 1.112 1.841 -0.617
H -2.688 -0.406 -0.038
H -0.608 -2.029 0.559

=====

Pick arrangement four: it beats the second-best structure by 30.6 kJ/mol.

=====

Arrangement one

17
Properties=species:S:1:pos:R:3 method="wB97M-V/def2-TZVPD" homo_energy_ev=-12.79 mol_weight_da=143.1 spin_multiplicity=1 total_charge=+1
C -2.366 0.316 0.652
C -0.143 -0.041 -2.053
C 1.041 -0.222 0.799
N -3.345 0.674 0.117
N 0.966 -0.295 -2.425
N 1.207 -0.124 2.168
N -1.122 -0.066 1.106
N -0.102 -0.217 0.235
N -1.330 0.371 -2.195
O 2.118 -0.570 0.189
H 2.836 -0.622 0.823
H 1.866 -0.535 -2.183
H 0.825 0.546 2.808
H 2.281 -0.137 2.445
H -1.038 -0.403 2.004
H -1.537 1.178 -2.792
H -2.157 0.146 -1.697

=====

Arrangement two

17
Properties=species:S:1:pos:R:3 method="wB97M-V/def2-TZVPD" homo_energy_ev=-12.87 mol_weight_da=143.1 spin_multiplicity=1 total_charge=+1
C 0.292 -0.589 -1.289
C -1.367 0.834 -0.464
C 2.399 -0.514 0.276
N 0.369 -1.771 -1.863
N 1.380 -0.984 -0.388
N -0.433 0.541 -1.458
N -1.387 0.207 0.620
N -2.279 1.716 -0.911
N 3.410 -1.239 0.594
O 1.302 -2.196 -1.046
H 2.157 0.491 0.609
H -0.535 1.011 -2.450
H -1.938 0.599 1.395
H -2.605 2.045 -1.774
H -2.932 1.902 -0.157
H 3.488 -2.252 0.359
H 4.186 -0.679 0.893

=====

Pick arrangement one: it beats the second-best structure by 126.3 kJ/mol.

=====

Arrangement one

7
Properties=species:S:1:pos:R:3 method="wB97M-V/def2-TZVPD" smiles="O=[N+]([O-])Cl.O=NF" homo_energy_ev=-11.97 mol_weight_da=130.5 spin_multiplicity=1
O -0.225 1.696 -0.183
N -1.214 1.117 0.030
O -2.077 1.324 0.831
Cl -1.597 -0.343 -1.034
O 1.280 -1.092 -0.833
N 2.156 -1.026 -0.086
F 1.677 -1.675 1.276

=====

Arrangement two

7
Properties=species:S:1:pos:R:3 method="wB97M-V/def2-TZVPD" homo_energy_ev="-11.25 / -9.92" mol_weight_da=130.5 spin_multiplicity=1
N -0.010 0.857 0.835
N 1.270 -0.098 -0.711
O 1.731 0.776 -1.320
O 1.239 -1.249 -0.567
O -0.974 1.567 0.751
F -0.310 -0.388 1.601
Cl -2.495 1.111 -0.532

=====

Pick arrangement one: it beats the second-best structure by 250.0 kJ/mol.

=====

Arrangement one

31
Properties=species:S:1:pos:R:3 method="wB97M-V/def2-TZVPD" smiles="CC=C=CCN(C)Cc1ccccc1" homo_energy_ev=-8.52 mol_weight_da=187.3 spin_multiplicity=1
C 5.149 -0.392 0.099
C 3.953 -1.280 0.585
C 2.792 -1.319 -0.060
C 1.516 -1.047 -0.345
C 0.662 -0.082 0.384
N 0.071 0.995 -0.395
C 1.075 2.048 -0.654
C -1.132 1.508 0.096
C -2.280 0.439 0.069
C -3.140 0.253 1.104
C -4.315 -0.396 0.966
C -4.356 -1.220 -0.132
C -3.371 -1.321 -1.108
C -2.310 -0.431 -1.072
H 5.053 0.480 -0.583
H 5.553 0.067 1.014
H 5.920 -0.861 -0.429
H 3.945 -2.172 1.329
H 0.992 -1.549 -1.102
H 0.986 0.309 1.310
H -0.246 -0.692 0.711
H 1.705 1.550 -1.531
H 0.560 2.971 -1.008
H 1.655 2.358 0.266
H -1.435 2.280 -0.515
H -1.118 1.899 1.064
H -2.831 0.844 1.922
H -5.050 -0.627 1.747
H -5.050 -2.033 -0.137
H -3.385 -2.079 -1.771
H -1.571 -0.498 -1.823

=====

Arrangement two

31
Properties=species:S:1:pos:R:3 method="wB97M-V/def2-TZVPD" homo_energy_ev="-6.85 / -6.37" mol_weight_da=187.3 spin_multiplicity=1
C -2.572 -2.237 -0.398
C -3.401 -1.188 0.062
C -1.228 -2.082 -0.428
C -2.865 0.048 0.269
C -0.590 -0.883 0.063
C -1.478 0.277 0.114
C 0.169 1.842 -0.661
C 1.158 2.669 -0.456
C 0.693 -0.898 0.546
C 1.196 0.148 1.492
C 2.473 -1.531 -1.071
C -1.982 2.627 -0.204
C 1.712 -1.944 0.194
N -1.017 1.534 -0.145
H -3.025 -3.170 -0.700
H -4.459 -1.359 0.192
H -0.604 -2.903 -0.741
H -3.525 0.858 0.538
H 1.301 3.239 0.462
H 1.935 2.786 -1.194
H 0.401 0.809 1.826
H 1.988 0.751 1.047
H 1.614 -0.347 2.372
H 1.786 -1.410 -1.905
H 3.214 -2.284 -1.333
H 2.984 -0.584 -0.913
H -2.419 2.784 0.783
H -1.462 3.534 -0.506
H -2.775 2.416 -0.922
H 2.426 -2.046 1.014
H 1.256 -2.921 0.032

=====

Pick arrangement two: it beats the second-best structure by 28.5 kJ/mol.

=====

Arrangement one

12
Properties=species:S:1:pos:R:3 method="wB97M-V/def2-TZVPD" smiles="C=CF.CC#N" homo_energy_ev=-9.77 mol_weight_da=87.1 spin_multiplicity=1
C -2.362 -0.745 0.510
C -2.002 -0.171 -0.644
F -1.122 0.767 -0.795
H -1.926 -0.509 1.449
H -2.969 -1.614 0.432
H -2.413 -0.606 -1.527
C 2.306 1.021 0.009
C 1.813 -0.289 0.203
N 1.548 -1.400 0.352
H 1.677 1.583 0.736
H 2.120 1.144 -1.046
H 3.331 0.818 0.321

=====

Arrangement two

12
Properties=species:S:1:pos:R:3 method="wB97M-V/def2-TZVPD" smiles=CC[C@@H](F)C#N homo_energy_ev=-11.74 mol_weight_da=87.1 spin_multiplicity=1
C 1.417 -0.868 -0.610
C 1.102 -0.460 0.788
C -0.105 0.501 0.491
F 0.377 1.463 -0.435
C -1.328 -0.130 0.025
N -2.331 -0.618 -0.198
H 1.544 -0.019 -1.275
H 0.524 -1.344 -1.051
H 2.280 -1.574 -0.704
H 0.688 -1.292 1.339
H 1.733 0.129 1.417
H -0.367 1.004 1.406

=====

Pick arrangement two: it beats the second-best structure by 84.5 kJ/mol.

=====

Arrangement one

8
Properties=species:S:1:pos:R:3 method="wB97M-V/def2-TZVPD" homo_energy_ev=-5.21 mol_weight_da=143.1 spin_multiplicity=1 total_charge=-1
C -1.881 0.292 0.151
O -1.813 1.432 0.249
O -2.413 -0.735 0.415
O 0.937 -1.651 0.416
O -0.407 -0.105 -1.035
O 1.875 0.919 -0.180
F 2.865 0.620 0.770
S 0.838 -0.772 -0.786

=====

Arrangement two

8
Properties=species:S:1:pos:R:3 method="wB97M-V/def2-TZVPD" homo_energy_ev="-4.00 / -6.69" mol_weight_da=143.1 spin_multiplicity=1 total_charge=-1
C 0.962 -1.611 1.326
O 0.582 -2.618 0.909
O 1.687 -0.932 1.903
O -0.444 -0.118 0.724
O 0.923 0.301 -1.389
O -1.130 1.781 -0.785
F -2.446 2.390 -2.284
S -0.135 0.807 -0.404

=====

Pick arrangement two: it beats the second-best structure by 27.2 kJ/mol.